{"formula": "C46H120N6O22", "method": "wB97M-V/def2-TZVPD", "fmax_ev_per_a": 4.485, "total_energy_ev": -103614.3308, "e_lumo_ev": 0.0833, "homo_energy_ev": -8.1754, "total_charge": 0, "relative_energy_ev": 8.834, "orbital_gap_ev": 8.26, "species": ["C", "O", "C", "C", "N", "C", "C", "O", "C", "H", "H", "H", "H", "H", "H", "H", "H", "H", "H", "H", "H", "H", "H", "H", "C", "O", "C", "C", "N", "C", "C", "O", "C", "H", "H", "H", "H", "H", "H", "H", "H", "H", "H", "H", "H", "H", "H", "H", "C", "O", "C", "C", "N", "C", "C", "O", "C", "H", "H", "H", "H", "H", "H", "H", "H", "H", "H", "H", "H", "H", "H", "H", "C", "O", "C", "C", "N", "C", "C", "O", "C", "H", "H", "H", "H", "H", "H", "H", "H", "H", "H", "H", "H", "H", "H", "H", "C", "O", "C", "C", "N", "C", "C", "O", "C", "H", "H", "H", "H", "H", "H", "H", "H", "H", "H", "H", "H", "H", "H", "H", "C", "O", "C", "C", "N", "C", "C", "O", "C", "H", "H", "H", "H", "H", "H", "H", "H", "H", "H", "H", "H", "H", "H", "H", "O", "C", "C", "O", "H", "H", "H", "H", "H", "H", "O", "C", "C", "O", "H", "H", "H", "H", "H", "H", "O", "C", "C", "O", "H", "H", "H", "H", "H", "H", "O", "C", "C", "O", "H", "H", "H", "H", "H", "H", "O", "C", "C", "O", "H", "H", "H", "H", "H", "H"], "coordinates": [[-0.3901, -5.6614, -3.0542], [-0.2457, -6.9703, -2.5604], [-0.1690, -7.1240, -1.1757], [-1.5916, -7.2707, -0.5997], [-1.8883, -6.2915, 0.4301], [-1.8011, -4.8657, 0.0039], [-3.0917, -4.4087, -0.7606], [-4.1627, -4.2735, 0.1381], [-5.1383, -3.2403, -0.1537], [0.4640, -5.0277, -2.8152], [-1.2786, -5.1336, -2.7079], [-0.3042, -5.7727, -4.1351], [0.4799, -6.3444, -0.7767], [0.3582, -8.0714, -1.0629], [-1.7485, -8.3226, -0.3613], [-2.1964, -7.2406, -1.5060], [-2.7228, -6.4441, 0.9783], [-0.8002, -4.5066, -0.2355], [-1.8580, -4.5699, 1.0514], [-3.5261, -5.1244, -1.4586], [-2.7560, -3.5148, -1.2862], [-5.3424, -3.3417, -1.2196], [-4.7084, -2.2519, 0.0084], [-6.0747, -3.2671, 0.4036], [10.3624, -5.6708, -3.1226], [9.0019, -5.5146, -3.2860], [8.6252, -4.3417, -2.4943], [7.9512, -3.3190, -3.4501], [6.5243, -3.5600, -3.7358], [5.9227, -2.4590, -4.4858], [5.5843, -1.1489, -3.7318], [4.8580, -1.2862, -2.4912], [3.9355, -2.3824, -2.2743], [10.7615, -5.4929, -2.1239], [10.9154, -4.9794, -3.7584], [10.7188, -6.6416, -3.4671], [9.4258, -3.8482, -1.9433], [7.8493, -4.7856, -1.8706], [8.4037, -3.2717, -4.4406], [7.9873, -2.3926, -2.8769], [6.0994, -4.4194, -4.0536], [4.9420, -2.6999, -4.8960], [6.5916, -2.2337, -5.3164], [4.9154, -0.6089, -4.4020], [6.4419, -0.4958, -3.5705], [4.2317, -3.3635, -2.6456], [2.9772, -2.2953, -2.7862], [3.6942, -2.4665, -1.2147], [-3.9843, 4.0874, -0.5020], [-4.3686, 3.0228, 0.3680], [-3.2813, 2.0682, 0.6705], [-2.7573, 1.0537, -0.5038], [-1.7469, 0.3767, 0.2786], [-1.0646, -0.6150, -0.5214], [0.0459, -1.3502, 0.3024], [0.3979, -2.5361, -0.3831], [1.3138, -3.2127, 0.3837], [-4.5544, 5.0158, -0.5354], [-3.9347, 3.6358, -1.4928], [-3.0650, 4.5166, -0.1034], [-3.6128, 1.6046, 1.5997], [-2.3857, 2.5677, 1.0401], [-2.3356, 1.6455, -1.3163], [-3.6023, 0.5073, -0.9228], [-1.0541, 0.9099, 0.7843], [-0.4778, -0.1865, -1.3338], [-1.7230, -1.3257, -1.0210], [-0.2150, -1.5266, 1.3459], [0.7855, -0.6133, 0.6155], [0.8248, -3.6583, 1.2500], [1.9587, -2.5083, 0.9090], [1.9923, -3.7873, -0.2468], [0.7981, 2.6989, -2.0970], [0.4498, 3.5909, -3.1431], [-0.7865, 3.1917, -3.6977], [-1.3568, 4.2064, -4.7183], [-1.1470, 5.6399, -4.2699], [-1.4472, 5.8572, -2.9008], [-1.1183, 7.3519, -2.5572], [-1.6705, 8.1986, -3.5366], [-1.4646, 9.5658, -3.1400], [1.1678, 1.7270, -2.4240], [-0.0524, 2.5177, -1.4399], [1.5956, 3.2064, -1.5541], [-1.5695, 2.9311, -2.9855], [-0.7304, 2.2871, -4.3032], [-2.4324, 4.1374, -4.8808], [-0.7539, 4.1783, -5.6260], [-1.6266, 6.4094, -4.7149], [-0.9591, 5.1600, -2.2199], [-2.5326, 5.9275, -2.8305], [-0.0295, 7.3648, -2.6065], [-1.3364, 7.6145, -1.5221], [-1.6429, 9.6654, -2.0693], [-2.1811, 10.1464, -3.7210], [-0.4716, 9.9407, -3.3879], [0.3827, -3.7573, 4.5145], [1.2504, -2.6217, 4.1415], [1.4437, -1.5337, 5.1328], [2.3346, -0.4407, 4.5421], [3.7335, -0.8839, 4.4582], [4.5564, -0.1861, 3.5579], [5.9006, 0.0499, 4.2296], [6.3834, -1.0841, 4.9022], [7.0659, -2.0264, 4.0863], [-0.6834, -3.5725, 4.6467], [0.6522, -4.0310, 5.5346], [0.5120, -4.5759, 3.8065], [1.7675, -1.9787, 6.0736], [0.4266, -1.2008, 5.3399], [2.2697, 0.4632, 5.1477], [1.9641, -0.3453, 3.5214], [3.8281, -1.8887, 4.4980], [4.1930, 0.8082, 3.2984], [4.6240, -0.6964, 2.5971], [5.7669, 0.7413, 5.0615], [6.5109, 0.6455, 3.5506], [6.6137, -2.0700, 3.0955], [6.9143, -3.0011, 4.5499], [8.1317, -1.8162, 4.1761], [2.4294, -8.5927, 2.6929], [2.9823, -7.5656, 1.8554], [2.8019, -7.5611, 0.4746], [3.3353, -6.2204, -0.0485], [4.7864, -6.1092, 0.1927], [5.2060, -4.7031, 0.2298], [4.7508, -3.8540, 1.4373], [5.0639, -4.6880, 2.5744], [4.2929, -4.3762, 3.7491], [2.5535, -8.4246, 3.7627], [2.9909, -9.4938, 2.4461], [1.3479, -8.6421, 2.5669], [1.7489, -7.8247, 0.3759], [3.3401, -8.4644, 0.1873], [2.8709, -5.5454, 0.6704], [3.1277, -6.0514, -1.1051], [4.8115, -6.5936, 1.0786], [4.8869, -4.2528, -0.7102], [6.2927, -4.6229, 0.2008], [3.7112, -3.5752, 1.2650], [5.2535, -2.8954, 1.5653], [4.5123, -3.4260, 4.2359], [4.4288, -5.1171, 4.5370], [3.2382, -4.4201, 3.4776], [-4.8733, 4.3148, -4.1217], [-4.9543, 5.5263, -4.8737], [-6.3617, 6.0427, -4.8029], [-7.1543, 4.9609, -5.1832], [-5.6146, 3.8228, -4.4821], [-4.2439, 6.2458, -4.4666], [-4.7982, 5.3763, -5.9420], [-6.5178, 6.8778, -5.4859], [-6.6467, 6.3318, -3.7913], [-8.0767, 5.2266, -5.1739], [-6.4674, 8.3929, -1.4005], [-5.3445, 7.6596, -1.0013], [-4.0246, 8.5949, -1.1254], [-3.7484, 9.3266, 0.1051], [-7.1258, 8.5038, -0.7107], [-5.5558, 7.2857, 0.0005], [-5.1631, 6.8785, -1.7396], [-4.0970, 9.2679, -1.9797], [-3.1647, 7.9308, -1.2125], [-2.8565, 9.6548, 0.2407], [-9.6181, 4.5991, 0.2146], [-8.8029, 3.7763, 1.1157], [-7.4102, 4.4025, 1.0291], [-7.2940, 5.5654, 1.8143], [-9.6533, 5.4184, 0.7137], [-9.1526, 3.7613, 2.1480], [-8.6868, 2.7739, 0.7038], [-7.0779, 4.4139, -0.0089], [-6.6979, 3.8333, 1.6262], [-6.8029, 5.3582, 2.6127], [-3.0995, -2.0318, 5.5796], [-3.0484, -0.7232, 5.0827], [-2.6402, -0.7201, 3.6017], [-3.7011, -0.5507, 2.6833], [-3.2234, -2.6553, 4.8603], [-4.0548, -0.3047, 5.0769], [-2.4025, -0.1787, 5.7714], [-1.9751, -1.5368, 3.3212], [-1.9975, 0.1525, 3.4855], [-3.2951, -0.5278, 1.8137], [-2.2274, 7.2242, 2.3191], [-2.6512, 6.6486, 3.5540], [-1.8166, 7.2397, 4.7329], [-0.4037, 7.2819, 4.5526], [-2.4186, 6.6305, 1.5893], [-3.6580, 6.9831, 3.8044], [-2.4799, 5.5723, 3.5383], [-1.9932, 6.5694, 5.5740], [-2.0684, 8.2637, 5.0087], [-0.2513, 8.0711, 4.0276]], "lowdin_charge": [-0.095, -0.192, -0.227, -0.193, -0.066, -0.158, -0.220, -0.203, -0.067, 0.079, 0.073, 0.094, 0.102, 0.109, 0.113, 0.107, 0.104, 0.080, 0.111, 0.122, 0.102, 0.081, 0.068, 0.088, -0.175, -0.176, -0.159, -0.169, -0.081, -0.223, -0.194, -0.178, -0.105, 0.082, 0.084, 0.087, 0.115, 0.114, 0.117, 0.116, 0.118, 0.111, 0.108, 0.109, 0.111, 0.062, 0.081, 0.065, -0.099, -0.211, -0.139, -0.150, -0.088, -0.180, -0.207, -0.169, -0.155, 0.058, 0.082, 0.076, 0.100, 0.102, 0.078, 0.123, 0.118, 0.105, 0.110, 0.106, 0.119, 0.097, 0.076, 0.075, -0.099, -0.170, -0.241, -0.126, -0.061, -0.224, -0.242, -0.188, -0.083, 0.086, 0.066, 0.094, 0.091, 0.121, 0.094, 0.111, 0.095, 0.117, 0.095, 0.123, 0.097, 0.069, 0.093, 0.090, -0.071, -0.246, -0.168, -0.174, -0.060, -0.239, -0.240, -0.184, -0.084, 0.061, 0.079, 0.078, 0.119, 0.107, 0.122, 0.106, 0.075, 0.123, 0.104, 0.122, 0.119, 0.072, 0.084, 0.089, -0.066, -0.235, -0.216, -0.184, -0.034, -0.182, -0.186, -0.180, -0.073, 0.083, 0.088, 0.085, 0.089, 0.127, 0.093, 0.123, 0.086, 0.083, 0.105, 0.076, 0.100, 0.053, 0.094, 0.077, -0.072, -0.241, -0.261, -0.061, 0.071, 0.110, 0.122, 0.125, 0.116, 0.102, -0.068, -0.210, -0.170, -0.094, 0.089, 0.113, 0.087, 0.111, 0.066, 0.068, -0.077, -0.197, -0.266, -0.075, 0.068, 0.117, 0.118, 0.120, 0.108, 0.084, -0.075, -0.231, -0.252, -0.076, 0.079, 0.116, 0.117, 0.108, 0.105, 0.040, -0.076, -0.218, -0.238, -0.072, 0.066, 0.111, 0.115, 0.114, 0.115, 0.078]}